This record from the OMol25 dataset describes a 8-piece molecular cluster, C36H85N3O8 overall in a non-equilibrium geometry. The level of theory is the ωB97M-V functional and the def2-TZVPD basis.

Properties
* frontier orbital gap: 8.4 eV
* molar mass: 688.09 u
* DFT total energy: -59557.519 eV
* HOMO energy: -7.9684 eV
* energy above the lowest of the compared OMol25 structures with the same formula, charge and spin: 0.0 kJ/mol
* structure (SMILES): CC1(C)CCCC(C)(C)N1O.CC1(C)CCCC(C)(C)N1O.CC1(C)CCCC(C)(C)N1O.CC(C)O.CC(C)O.CC(C)O.O.O

Element x y z (Å)
C: 5.373 4.889 1.524
C: 4.715 3.555 1.195
C: 4.467 3.526 -0.310
C: 5.657 2.389 1.504
C: 5.847 2.236 2.990
C: 4.492 1.924 3.629
C: 3.388 2.943 3.289
C: 2.048 2.275 3.536
C: 3.429 4.155 4.229
N: 3.452 3.302 1.872
O: 2.451 4.249 1.542
H: 4.712 5.713 1.237
H: 5.556 5.054 2.589
H: 6.355 5.059 1.076
H: 3.974 4.411 -0.719
H: 5.386 3.371 -0.877
H: 3.812 2.687 -0.570
H: 5.279 1.459 1.066
H: 6.582 2.560 0.943
H: 6.496 1.377 3.202
H: 6.367 3.086 3.434
H: 4.680 1.980 4.706
H: 4.108 0.932 3.395
H: 1.789 1.381 2.968
H: 1.229 3.000 3.558
H: 1.981 1.943 4.587
H: 2.595 4.826 4.003
H: 4.314 4.779 4.107
H: 3.349 3.867 5.278
H: 2.057 3.871 0.746
C: -4.620 2.105 1.281
C: -3.256 2.017 1.966
C: -2.164 1.994 0.861
C: -3.110 3.265 2.829
C: -1.886 3.155 3.693
C: -2.074 1.986 4.655
C: -2.355 0.637 3.976
C: -1.052 -0.107 3.684
C: -3.209 -0.182 4.969
N: -3.243 0.847 2.822
O: -3.398 -0.342 2.056
H: -5.395 2.342 2.008
H: -4.559 2.943 0.575
H: -4.843 1.241 0.656
H: -1.832 3.001 0.594
H: -1.265 1.477 1.198
H: -2.563 1.523 -0.038
H: -3.142 4.144 2.180
H: -4.005 3.391 3.455
H: -1.043 2.934 3.028
H: -1.640 4.050 4.266
H: -2.889 2.208 5.349
H: -1.161 1.932 5.251
H: -0.275 0.094 4.422
H: -0.633 -0.005 2.683
H: -1.190 -1.196 3.748
H: -3.429 -1.172 4.569
H: -4.100 0.393 5.206
H: -2.660 -0.353 5.902
H: -4.317 -0.555 2.243
C: -2.747 -1.405 -1.291
C: -3.207 -2.867 -1.251
C: -2.058 -3.724 -0.743
C: -4.431 -2.894 -0.346
C: -5.213 -4.188 -0.451
C: -5.633 -4.438 -1.903
C: -4.457 -4.418 -2.883
C: -3.701 -5.765 -2.769
C: -5.031 -4.274 -4.287
N: -3.657 -3.239 -2.590
O: -2.586 -3.122 -3.519
H: -3.588 -0.755 -1.540
H: -2.365 -1.134 -0.305
H: -1.964 -1.231 -2.030
H: -1.168 -3.641 -1.369
H: -1.781 -3.530 0.296
H: -2.300 -4.793 -0.758
H: -4.107 -2.824 0.703
H: -5.045 -2.002 -0.482
H: -4.620 -5.043 -0.112
H: -6.113 -4.197 0.167
H: -6.441 -3.751 -2.167
H: -6.047 -5.452 -1.967
H: -4.175 -6.502 -3.418
H: -3.678 -6.155 -1.751
H: -2.659 -5.640 -3.073
H: -4.287 -4.339 -5.077
H: -5.470 -3.270 -4.332
H: -5.856 -4.972 -4.425
H: -2.887 -2.453 -4.141
C: 3.557 -5.920 -2.645
C: 2.579 -5.156 -3.512
C: 1.246 -4.929 -2.821
O: 3.094 -3.825 -3.741
H: 4.484 -6.094 -3.203
H: 3.187 -6.915 -2.386
H: 3.768 -5.374 -1.728
H: 2.363 -5.671 -4.454
H: 0.695 -5.862 -2.705
H: 0.690 -4.146 -3.337
H: 1.389 -4.532 -1.807
H: 4.009 -3.976 -3.999
C: 0.815 1.981 -4.336
C: 0.069 3.238 -4.730
C: 1.022 4.314 -5.239
O: -1.006 3.018 -5.631
H: 1.040 1.327 -5.181
H: 0.126 1.349 -3.751
H: 1.659 2.107 -3.661
H: -0.409 3.671 -3.845
H: 1.691 3.879 -5.985
H: 1.677 4.610 -4.414
H: 0.484 5.193 -5.581
H: -0.648 2.849 -6.508
C: 1.176 -1.421 0.667
C: 1.602 -0.919 -0.690
C: 1.811 0.570 -0.814
O: 2.865 -1.518 -1.070
H: 1.229 -2.520 0.636
H: 0.178 -1.100 0.944
H: 1.966 -1.270 1.412
H: 0.860 -1.217 -1.440
H: 2.168 0.777 -1.823
H: 2.704 0.864 -0.238
H: 1.063 1.228 -0.372
H: 2.692 -2.155 -1.772
O: 5.063 -2.594 0.401
H: 4.752 -2.715 1.301
H: 4.310 -2.206 -0.072
O: 0.401 4.070 -0.969
H: 0.188 4.959 -1.268
H: 0.030 3.486 -1.637